[1]
Formula: C19H28FeO3P
Source: the Open Molecules 2025 dataset
Level of theory: ωB97M-V/def2-TZVPD

CARTESIAN COORDINATES (ANGSTROEM)
1 C 2.342 -3.836 -0.985
2 C 2.247 -2.659 -0.013
3 C 2.629 -3.045 1.422
4 P 0.591 -1.751 -0.095
5 C 0.577 -1.344 -1.933
6 C 1.880 -0.677 -2.398
7 C -0.643 -0.501 -2.311
8 C -0.604 -3.224 -0.144
9 C -2.055 -2.725 -0.107
10 C -0.383 -4.253 0.974
11 H 3.345 -4.284 -0.911
12 H 1.612 -4.624 -0.760
13 H 2.199 -3.531 -2.029
14 H 2.956 -1.883 -0.339
15 H 3.645 -3.464 1.427
16 H 2.628 -2.166 2.079
17 H 1.954 -3.795 1.849
18 H 0.487 -2.326 -2.427
19 H 1.755 -0.330 -3.433
20 H 2.125 0.199 -1.779
21 H 2.734 -1.366 -2.380
22 H -0.497 -0.078 -3.314
23 H -1.564 -1.092 -2.333
24 H -0.791 0.336 -1.618
25 H -0.414 -3.714 -1.115
26 H -2.732 -3.579 0.054
27 H -2.201 -2.023 0.727
28 H -2.357 -2.232 -1.039
29 H -1.231 -4.959 0.984
30 H 0.530 -4.848 0.852
31 H -0.357 -3.765 1.960
32 O -2.615 7.040 1.163
33 C -2.224 5.964 0.951
34 Fe -1.303 4.545 0.496
35 C -1.288 5.064 -1.300
36 O -0.961 5.549 -2.299
37 C 0.210 5.476 0.741
38 O 0.989 6.315 0.952
39 C -0.060 1.695 0.404
40 C 0.425 1.911 1.682
41 C -0.011 2.903 2.548
42 C -1.102 3.801 2.317
43 C -2.380 3.338 1.775
44 C -2.370 2.776 0.509
45 C -1.097 2.550 -0.144
46 H 0.432 0.956 -0.243
47 H 1.236 1.262 2.037
48 H 0.527 3.018 3.491
49 H -1.123 4.654 3.023
50 H -3.296 3.559 2.332
51 H -3.300 2.587 -0.054
52 H -1.096 2.572 -1.246

Calculated values
**⟨S²⟩**: 6.106
**Lowest unoccupied orbital energy (spin up / spin down)**: -0.083 / -0.271 Ha
**Net charge**: +1
**Strongest force on any atom**: 6.137 eV Å⁻¹
**Frontier orbital gap (spin up / spin down)**: 5.8911 / 3.5181 eV
**E**: -69962.442 eV
**Multiplicity**: 5

So, what does the Mulliken scheme give us? The charges, in e, come out as: number 1, C, carries -1.47; number 2, C, carries 0.46; number 3, C, carries -1.47; number 4, P, carries 0.52; number 5, C, carries 0.30; number 6, C, carries -1.62; number 7, C, carries -1.41; number 8, C, carries 0.57; number 9, C, carries -1.35; number 10, C, carries -1.74; number 11, H, carries 0.49; number 12, H, carries 0.25; number 13, H, carries 0.29; number 14, H, carries 0.48; number 15, H, carries 0.43; number 16, H, carries 0.36; number 17, H, carries 0.29; number 18, H, carries 0.82; number 19, H, carries 0.51; number 20, H, carries 0.28; number 21, H, carries 0.34; number 22, H, carries 0.50; number 23, H, carries 0.29; number 24, H, carries 0.18; number 25, H, carries 0.41; number 26, H, carries 0.43; number 27, H, carries 0.36; number 28, H, carries 0.26; number 29, H, carries 0.47; number 30, H, carries 0.31; number 31, H, carries 0.38; number 32, O, carries -0.34; number 33, C, carries 0.14; number 34, Fe, carries 0.24; number 35, C, carries 0.23; number 36, O, carries -0.30; number 37, C, carries 0.26; number 38, O, carries -0.31; number 39, C, carries -0.08; number 40, C, carries -0.27; number 41, C, carries -0.75; number 42, C, carries -0.07; number 43, C, carries -0.83; number 44, C, carries -0.28; number 45, C, carries -0.93; number 46, H, carries 0.22; number 47, H, carries 0.34; number 48, H, carries 0.36; number 49, H, carries 0.72; number 50, H, carries 0.40; number 51, H, carries 0.52; number 52, H, carries 0.81


[2]
Formula: C19H28I2N3OTb
Source: the Open Molecules 2025 dataset
Level of theory: ωB97M-V/def2-TZVPD

CARTESIAN COORDINATES (ANGSTROEM)
1 C 1.187 -3.438 -1.597
2 I -0.835 -0.386 -2.858
3 H 1.844 -4.318 -1.591
4 H 1.442 -2.802 -2.466
5 H 0.133 -3.745 -1.720
6 C 4.074 0.995 -3.802
7 C 2.866 -0.086 -2.213
8 N 2.924 1.014 -3.024
9 H 5.695 -0.507 -3.841
10 I 3.206 0.938 1.023
11 N 4.017 -0.762 -2.484
12 H 4.301 1.790 -4.496
13 Tb 0.968 -0.076 -0.521
14 C 1.282 -2.596 -0.429
15 O 1.702 -2.518 0.684
16 C 4.753 -0.123 -3.477
17 C 4.474 -1.963 -1.820
18 H 5.536 -2.093 -2.056
19 H 3.929 -2.851 -2.168
20 H 4.344 -1.888 -0.733
21 C 1.991 2.114 -2.997
22 H 1.975 2.602 -3.978
23 H 2.261 2.865 -2.236
24 H 0.967 1.756 -2.797
25 C -2.462 3.812 -0.236
26 C -1.663 2.535 0.070
27 C -0.252 2.975 0.471
28 C -2.341 1.669 1.117
29 C -3.482 2.056 1.800
30 C -4.075 1.205 2.751
31 C -3.571 -0.090 2.980
32 C -2.452 -0.537 2.300
33 C -1.877 -1.932 2.489
34 C -1.321 -2.098 3.903
35 C -2.893 -3.036 2.186
36 C -1.777 0.370 1.413
37 N -0.648 -0.001 0.857
38 H -2.488 4.450 0.660
39 H -3.487 3.592 -0.561
40 H -1.962 4.372 -1.036
41 H -1.618 1.912 -0.847
42 H -0.323 3.634 1.349
43 H 0.417 2.151 0.776
44 H 0.219 3.532 -0.352
45 H -3.928 3.033 1.624
46 H -4.945 1.551 3.315
47 H -4.070 -0.733 3.706
48 H -1.045 -1.997 1.766
49 H -2.117 -1.954 4.647
50 H -0.891 -3.096 4.035
51 H -0.539 -1.354 4.090
52 H -3.238 -2.971 1.148
53 H -2.439 -4.022 2.333
54 H -3.767 -2.953 2.846

Calculated values
**⟨S²⟩**: 12.102
**Lowest unoccupied orbital energy (spin up / spin down)**: 0.160 / 0.160 Ha
**Net charge**: -2
**Strongest force on any atom**: 6.268 eV Å⁻¹
**Frontier orbital gap (spin up / spin down)**: 3.8376 / 3.9090 eV
**E**: -65309.757 eV
**Multiplicity**: 7

So, what does the Mulliken scheme give us? The charges, in e, come out as: number 1, C, carries -1.45; number 2, I, carries -0.62; number 3, H, carries 0.42; number 4, H, carries 0.19; number 5, H, carries 0.27; number 6, C, carries -0.53; number 7, C, carries -0.61; number 8, N, carries 0.48; number 9, H, carries 0.40; number 10, I, carries -0.65; number 11, N, carries 0.50; number 12, H, carries 0.41; number 13, Tb, carries -0.53; number 14, C, carries 1.56; number 15, O, carries -0.75; number 16, C, carries -0.39; number 17, C, carries -0.80; number 18, H, carries 0.29; number 19, H, carries 0.25; number 20, H, carries 0.27; number 21, C, carries -0.83; number 22, H, carries 0.33; number 23, H, carries 0.26; number 24, H, carries 0.19; number 25, C, carries -2.08; number 26, C, carries 1.77; number 27, C, carries -1.00; number 28, C, carries 0.29; number 29, C, carries -0.24; number 30, C, carries -1.37; number 31, C, carries -0.04; number 32, C, carries -0.20; number 33, C, carries 1.29; number 34, C, carries -1.49; number 35, C, carries -1.60; number 36, C, carries -0.13; number 37, N, carries 0.05; number 38, H, carries 0.35; number 39, H, carries 0.43; number 40, H, carries 0.45; number 41, H, carries -0.19; number 42, H, carries 0.30; number 43, H, carries 0.14; number 44, H, carries 0.15; number 45, H, carries 0.27; number 46, H, carries 0.26; number 47, H, carries 0.25; number 48, H, carries -0.42; number 49, H, carries 0.31; number 50, H, carries 0.41; number 51, H, carries 0.34; number 52, H, carries 0.37; number 53, H, carries 0.45; number 54, H, carries 0.26


[3]
Formula: C19H28IMoO2P2
Source: the Open Molecules 2025 dataset
Level of theory: ωB97M-V/def2-TZVPD

CARTESIAN COORDINATES (ANGSTROEM)
1 C 0.061 -1.422 -3.658
2 C 0.111 -0.337 -2.654
3 H 0.026 -0.943 -4.643
4 H -0.824 -2.061 -3.562
5 H 0.946 -2.078 -3.640
6 O 0.225 0.878 -2.910
7 I -0.067 -3.444 -0.389
8 Mo -0.016 -0.631 -0.454
9 P 2.391 -0.786 -0.951
10 C 3.143 0.864 -0.706
11 C 3.332 -1.912 0.136
12 H 4.371 -1.940 -0.222
13 H 4.261 -1.237 -2.434
14 H 2.895 -2.917 0.082
15 H 2.869 -2.260 -2.855
16 H 2.910 1.260 0.290
17 H 3.310 -1.567 1.175
18 C 3.168 -1.249 -2.553
19 H 4.234 0.767 -0.823
20 H 2.894 -0.540 -3.343
21 H 2.745 1.548 -1.468
22 P -2.457 -0.744 -1.243
23 C -3.333 0.848 -0.934
24 C -3.104 -1.071 -2.926
25 H -2.911 -2.902 -0.221
26 H -4.400 -2.181 -0.903
27 H -3.760 -1.599 0.656
28 C -3.483 -1.973 -0.333
29 H -2.834 -2.078 -3.256
30 H -4.200 -1.002 -2.897
31 H -4.398 0.717 -1.179
32 H -2.890 1.622 -1.574
33 H -2.725 -0.337 -3.645
34 H -3.228 1.152 0.116
35 C -0.267 1.432 0.028
36 O -0.269 2.609 -0.170
37 C 1.916 2.432 4.432
38 C 2.549 1.530 3.545
39 C 1.795 0.851 2.592
40 C 0.434 1.128 2.457
41 C -0.440 0.552 1.384
42 C -1.776 0.216 1.822
43 C -2.426 1.152 2.654
44 C -1.656 2.075 3.347
45 C -0.233 1.994 3.367
46 C 0.553 2.675 4.328
47 H 2.503 2.946 5.192
48 H 3.615 1.327 3.646
49 H 2.254 0.095 1.944
50 H -2.204 -0.773 1.597
51 H -3.510 1.114 2.793
52 H -2.137 2.836 3.961
53 H 0.036 3.363 5.004

Calculated values
**⟨S²⟩**: 2.065
**Lowest unoccupied orbital energy (spin up / spin down)**: -0.476 / -0.468 Ha
**Net charge**: +3
**ΔE to the lowest compared entry with this formula, charge and spin**: 0.000 eV
**Strongest force on any atom**: 5.097 eV Å⁻¹
**Frontier orbital gap (spin up / spin down)**: 4.8968 / 5.0752 eV
**E**: -52754.016 eV
**Multiplicity**: 3

So, what does the Mulliken scheme give us? The charges, in e, come out as: number 1, C, carries -1.06; number 2, C, carries 1.11; number 3, H, carries 0.45; number 4, H, carries 0.11; number 5, H, carries 0.17; number 6, O, carries -0.28; number 7, I, carries 0.01; number 8, Mo, carries -0.96; number 9, P, carries 1.38; number 10, C, carries -1.27; number 11, C, carries -1.11; number 12, H, carries 0.44; number 13, H, carries 0.55; number 14, H, carries 0.43; number 15, H, carries 0.39; number 16, H, carries 0.36; number 17, H, carries 0.33; number 18, C, carries -1.40; number 19, H, carries 0.46; number 20, H, carries 0.41; number 21, H, carries 0.36; number 22, P, carries 1.42; number 23, C, carries -1.16; number 24, C, carries -1.48; number 25, H, carries 0.32; number 26, H, carries 0.41; number 27, H, carries 0.42; number 28, C, carries -1.23; number 29, H, carries 0.47; number 30, H, carries 0.56; number 31, H, carries 0.49; number 32, H, carries 0.37; number 33, H, carries 0.44; number 34, H, carries 0.22; number 35, C, carries 0.38; number 36, O, carries -0.36; number 37, C, carries -0.79; number 38, C, carries -0.76; number 39, C, carries 0.27; number 40, C, carries -0.01; number 41, C, carries 0.97; number 42, C, carries -0.71; number 43, C, carries -0.45; number 44, C, carries -0.69; number 45, C, carries 0.44; number 46, C, carries -0.78; number 47, H, carries 0.44; number 48, H, carries 0.46; number 49, H, carries 0.18; number 50, H, carries 0.77; number 51, H, carries 0.54; number 52, H, carries 0.52; number 53, H, carries 0.46


> Look up the ⟨S²⟩ of the first one.

6.106


> Which of these has the lowest strongest force on any atom?

C19H28IMoO2P2


> The lowest strongest force on any atom belongs to which entry?

C19H28IMoO2P2